No. 1
C7H28CoFN14O7 | ωB97M-V with the def2-TZVPD basis set

ΔE to the lowest compared entry with this formula, charge and spin (kcal/mol): 0.0
Orbital gap (alpha / beta) (eV): 9.94 / 9.72
HOMO energy (alpha / beta) (eV): -11.67 / -11.46
Spin multiplicity: 4
E (Ha): -3059.604789
Total charge: +1
Largest force on an atom (eV/Å): 3.97

Atoms and positions in Å:
1 N 2.6041 -0.9765 0.0779
2 H 2.1206 -5.5959 0.7552
3 N -2.2845 2.1452 -0.6832
4 H 2.8373 0.9845 1.6828
5 O 0.6718 -3.2234 -0.7581
6 H -2.8458 3.8138 2.5941
7 N -1.3844 -4.2406 -3.9892
8 C -2.3315 -1.8501 1.9375
9 H 0.2867 0.3664 -1.3889
10 O -2.0532 -0.0663 -0.7206
11 H -3.7692 -2.0758 3.4413
12 H -1.2610 -4.0324 -5.0208
13 H -2.0858 -0.1086 3.1136
14 N 2.7173 3.5564 -1.7674
15 H -2.4792 2.0927 2.6183
16 N 0.6880 -3.7372 1.4466
17 H 0.1696 -2.8759 1.5982
18 O -0.0365 2.3905 2.7349
19 C -0.9299 -3.0805 -3.3542
20 N -2.2330 3.0753 2.3686
21 H 2.2157 6.2084 -0.1398
22 H 3.3224 5.9114 -1.4785
23 N -3.4750 -2.2835 2.4541
24 H 0.6708 -2.8816 -4.6538
25 H 2.2949 -1.6046 -0.6873
26 N 1.8868 0.6292 1.5896
27 C 2.1149 4.3148 -0.7927
28 C 1.5818 -0.4088 0.7931
29 O 1.1085 4.0247 -0.1421
30 H 0.5420 -4.3803 2.2109
31 N 2.6894 5.5614 -0.7708
32 H -3.7067 -3.1603 2.0122
33 H -3.1691 1.8673 -0.2885
34 H 1.9575 -5.3437 -0.9872
35 N -1.6622 -0.8306 2.4976
36 H -1.8323 3.0068 -0.6083
37 N 0.0810 -2.3891 -4.0058
38 N 1.7582 -5.0717 -0.0292
39 O -1.8638 -2.4357 0.9090
40 N -0.3283 4.5652 2.5038
41 H 0.1667 2.2294 -0.9722
42 H 3.6858 3.8264 -1.9025
43 N -0.1852 1.2637 -1.1936
44 H 0.5055 -1.7285 -3.3960
45 C 1.0129 -3.9707 0.1784
46 H 3.5260 -0.5142 -0.0687
47 H -0.9990 5.2268 2.0538
48 H 0.9582 0.9541 1.9905
49 Co -0.7005 -1.6367 -0.7234
50 H 2.3171 2.6774 -2.0245
51 H -2.3038 -4.5364 -3.6097
52 C -1.5114 1.0509 -0.8697
53 C -0.7991 3.3209 2.5756
54 O -1.5416 -2.5558 -2.3844
55 H -0.8347 -0.4575 2.0227
56 F 1.0523 -0.9026 -1.8985
57 O 0.4201 -0.8443 0.7248
58 H 0.6429 4.7362 2.4244

=====

No. 2
C5H12N3 | ωB97M-V with the def2-TZVPD basis set

ΔE to the lowest compared entry with this formula, charge and spin (kcal/mol): 113.5
Orbital gap (eV): 5.29
HOMO energy (eV): -10.68
E (Ha): -361.587180
Total charge: +1
Largest force on an atom (eV/Å): 3.03

Atoms and positions in Å:
1 H -0.3875 0.0569 -0.9693
2 C 3.1251 0.9151 0.3174
3 N 0.9969 0.0229 0.6215
4 H -3.5356 2.0423 -0.4746
5 H 0.9482 -2.0641 -0.9000
6 H -0.7747 -2.4259 -0.7998
7 H 0.2250 -2.4717 0.6589
8 C 0.0600 -1.9593 -0.2841
9 N -2.6415 0.3875 0.3655
10 C -1.7033 -0.5073 0.6321
11 H 3.1762 0.7904 1.3975
12 H 3.8690 0.2704 -0.1577
13 H -1.7655 1.7581 -0.9405
14 C -0.2847 -0.4758 -0.0081
15 H -3.5327 0.1981 0.8271
16 N 1.8145 0.5728 -0.1379
17 H -1.9140 -1.2938 1.3288
18 H 3.3607 1.9451 0.0459
19 C -2.6392 1.4601 -0.3932
20 H 1.6032 0.7781 -1.1296

=====

No. 3
C4H2OS | ωB97M-V with the def2-TZVPD basis set

ΔE to the lowest compared entry with this formula, charge and spin (kcal/mol): 135.2
Orbital gap (alpha / beta) (eV): 8.53 / 8.53
HOMO energy (alpha / beta) (eV): -9.88 / -9.88
E (Ha): -626.719702
Largest force on an atom (eV/Å): 4.21

Atoms and positions in Å:
1 O -2.3346 -0.0190 1.1226
2 C -0.0770 1.2618 -0.3337
3 H 1.0632 3.1218 0.0188
4 S -1.1521 -0.0219 -0.6579
5 H 1.2622 -3.0139 0.2480
6 C -0.0621 -1.2616 -0.2225
7 C 0.6381 2.1692 -0.0599
8 C 0.6622 -2.2364 -0.1153

=====

No. 4
C25H27Cl2OPRh | ωB97M-V with the def2-TZVPD basis set

ΔE to the lowest compared entry with this formula, charge and spin (kcal/mol): 0.0
Orbital gap (alpha / beta) (eV): 4.55 / 6.69
HOMO energy (alpha / beta) (eV): -2.10 / -4.24
Spin multiplicity: 5
E (Ha): -2416.295109
Total charge: -1
Largest force on an atom (eV/Å): 3.75

Atoms and positions in Å:
1 H -2.0185 5.6392 -3.5091
2 Rh 1.4533 0.3439 -0.5385
3 H -4.9677 2.5720 2.3584
4 C -1.3456 5.7687 0.3193
5 H -1.6684 1.5817 4.9708
6 H 0.3465 4.9004 2.6314
7 H 4.4875 3.0342 0.5874
8 C -2.5177 -1.3782 -1.1058
9 C 3.6826 4.3914 2.0789
10 Cl 0.9868 -0.1985 1.7344
11 C -2.0502 1.9283 4.0182
12 H -0.7591 -1.2374 -3.5886
13 H -2.3141 7.7704 -2.2680
14 H 4.6576 4.7043 2.4598
15 H -1.2420 3.5783 -2.3098
16 C -1.7785 6.9087 -0.3626
17 C -1.1481 2.2446 2.9952
18 C -0.5268 -0.5001 -1.6282
19 C 2.3438 3.0894 0.5315
20 H -1.1884 5.8018 1.3892
21 C -3.4276 2.0648 3.7925
22 C 1.1722 3.5851 1.1185
23 C -3.8960 2.4967 2.5489
24 C -1.1123 4.5685 -0.3998
25 H -0.0816 2.0580 3.1304
26 C 2.5131 4.9106 2.6462
27 H 1.0632 -3.1987 -2.1354
28 H -4.1330 1.8268 4.5923
29 H -0.8702 -4.4421 -1.1852
30 C -2.9969 2.8407 1.5402
31 C -1.8181 5.6650 -2.4487
32 H -2.1462 0.0464 0.3998
33 P -0.4366 3.1204 0.4598
34 Cl 3.2614 -0.4902 -1.4133
35 C -0.9218 -3.3444 -1.2953
36 C -2.0001 6.8774 -1.7378
37 O -0.3245 1.9403 -0.4730
38 H 2.2919 2.3619 -0.3100
39 C 0.0348 -2.9174 -2.4108
40 H -1.5999 -1.6089 0.7351
41 H -3.1098 -3.4361 -1.0276
42 C -2.3205 -1.0078 0.1417
43 H -3.3625 3.1829 0.5660
44 H -1.1140 0.3601 -2.0407
45 C -1.6145 2.7533 1.7809
46 H -2.9656 -0.7135 -1.8821
47 H -0.6002 -2.9199 -0.3407
48 H 0.9116 -1.0152 -3.0493
49 H 2.5633 5.6333 3.4564
50 C -2.3615 -2.8282 -1.5781
51 C 3.5966 3.4749 1.0297
52 H -0.1553 -3.4823 -3.3445
53 C 1.2615 4.4966 2.1763
54 H -1.9418 7.8371 0.1966
55 H -2.6033 -2.9592 -2.6527
56 C -1.3783 4.5273 -1.7640
57 C -0.0734 -1.3805 -2.7263

=====

What is the formula in the fourth record?
C25H27Cl2OPRh

=====

Which of these has the highest E?
C5H12N3

=====

E of number 3 (C4H2OS)?
-626.719702 Ha